11
Properties=species:S:1:pos:R:3 method="wB97M-V/def2-TZVPD" gap_ha=0.396 e_homo_ev=-9.945 max_force_ev_per_a=0.56 e_above_lowest_kj_mol=161.82
H 2.51 0.85 0.61
N 1.62 0.38 0.59
C 1.35 -0.01 -0.58
O 0.22 -0.67 -0.90
C -0.76 -0.76 0.14
C -1.51 0.56 0.22
O -1.82 1.12 1.24
H 1.95 0.13 -1.48
H -0.32 -1.01 1.11
H -1.45 -1.55 -0.18
H -1.79 0.96 -0.78